119
Properties=species:S:1:pos:R:3 method="wB97M-V/def2-TZVPD" e_homo_ev="-11.750 / -11.861" multiplicity=5 lumo_ha="-0.219 / -0.222" charge=+2 gap_ev="5.79 / 5.82"
Cr 0.29 -0.39 1.32
N 4.22 1.23 0.23
C 2.94 0.97 0.20
N 2.35 -0.01 0.95
C 3.22 -0.81 1.67
N 2.78 -1.79 2.41
N 1.42 -1.75 2.32
C 0.73 -2.69 2.98
C -0.68 -2.53 3.04
C -1.55 -3.45 3.71
C -2.89 -3.14 3.77
C -3.37 -1.94 3.22
C -2.48 -1.09 2.58
N -1.19 -1.42 2.41
C 4.64 -0.61 1.70
C 5.57 -1.55 2.27
C 6.92 -1.32 2.14
C 7.42 -0.08 1.63
C 6.51 0.82 1.02
C 5.13 0.49 0.99
H 4.54 2.04 -0.33
H 2.33 1.59 -0.43
H 1.23 -3.46 3.55
H -1.08 -4.32 4.14
H -3.61 -3.83 4.16
H -4.40 -1.61 3.41
H -2.83 -0.11 2.26
H 5.17 -2.36 2.88
H 7.60 -2.06 2.58
H 8.46 0.15 1.72
H 6.79 1.75 0.47
O -3.04 0.76 0.09
S -1.82 0.19 -0.67
C -2.69 -0.36 -2.21
C -3.91 0.22 -2.44
C -4.74 -0.19 -3.49
C -4.35 -1.19 -4.32
C -4.90 -1.73 -5.66
C -3.89 -2.81 -6.17
C -2.86 -2.87 -5.07
C -1.72 -3.66 -4.87
C -0.86 -3.35 -3.80
C -1.10 -2.32 -2.87
P -0.01 -2.18 -1.44
C -0.15 -3.94 -0.86
C -1.43 -4.28 -0.48
C -1.73 -5.58 -0.05
C -0.73 -6.52 -0.06
C 0.55 -6.17 -0.46
C 0.83 -4.88 -0.92
C 1.61 -1.90 -2.16
C 2.78 -2.18 -1.46
C 4.02 -2.02 -2.06
C 4.12 -1.64 -3.40
C 2.93 -1.50 -4.17
C 1.71 -1.44 -3.51
C -2.24 -1.48 -2.99
C -3.12 -1.86 -4.07
C -0.85 1.67 -1.20
C -0.48 1.58 -2.53
C -0.23 2.72 -3.32
C -0.30 3.96 -2.75
C 0.04 5.31 -3.30
C -0.17 6.30 -2.09
C -0.64 5.42 -0.96
C -0.85 5.67 0.42
C -0.88 4.59 1.31
C -0.77 3.26 0.88
P -0.52 2.07 2.22
C -2.00 2.34 3.18
C -3.06 3.22 2.84
C -4.23 3.31 3.59
C -4.33 2.54 4.73
C -3.31 1.64 5.10
C -2.12 1.55 4.32
C 0.87 2.66 3.27
C 1.29 1.94 4.40
C 2.24 2.50 5.20
C 2.90 3.68 4.93
C 2.59 4.36 3.73
C 1.58 3.88 2.91
C -0.78 2.94 -0.51
C -0.70 4.04 -1.38
H -4.21 1.04 -1.75
H -5.66 0.33 -3.67
H -5.86 -2.25 -5.49
H -5.10 -0.94 -6.45
H -4.43 -3.74 -6.40
H -3.39 -2.41 -7.12
H -1.47 -4.54 -5.52
H -0.01 -3.95 -3.67
H -2.16 -3.47 -0.55
H -2.71 -5.89 0.23
H -0.90 -7.56 0.28
H 1.30 -6.92 -0.58
H 1.79 -4.54 -1.35
H 2.68 -2.52 -0.42
H 4.91 -2.17 -1.47
H 5.14 -1.49 -3.86
H 2.98 -1.41 -5.23
H 0.84 -0.99 -3.99
H -0.36 0.60 -3.02
H -0.09 2.66 -4.38
H 1.11 5.29 -3.61
H -0.63 5.49 -4.17
H 0.83 6.72 -1.86
H -0.90 7.10 -2.35
H -0.97 6.71 0.72
H -1.14 4.81 2.34
H -2.98 3.89 2.00
H -5.06 4.04 3.41
H -5.16 2.67 5.38
H -3.37 0.94 5.96
H -1.35 0.84 4.64
H 0.93 0.96 4.43
H 2.49 2.01 6.13
H 3.63 4.05 5.61
H 3.14 5.24 3.44
H 1.37 4.43 2.00